Entry 1:
This record from the Open Molecules 2025 dataset describes a structure of composition C26H36Cl2LaOP3 in a non-equilibrium geometry. The level of theory is ωB97M-V/def2-TZVPD.

The geometry in XYZ format:
```
69
Properties=species:S:1:pos:R:3
C -4.054 2.495 -0.320
C -2.588 2.081 -0.234
H -4.142 3.338 -1.011
H -4.385 2.802 0.677
H -4.703 1.666 -0.607
O -1.729 2.884 -0.565
Cl -4.259 -0.085 1.489
La -2.092 0.201 0.477
P -1.505 1.131 2.570
C 0.165 1.868 2.617
C -2.607 2.472 3.133
H -2.328 2.798 4.139
H -1.473 0.417 4.887
H -3.631 2.091 3.140
H -2.455 -0.663 3.839
H 0.248 2.619 1.825
H -2.537 3.317 2.442
C -1.530 -0.089 3.918
H 0.355 2.337 3.587
H -0.690 -0.774 3.784
H 0.906 1.084 2.441
P -2.816 -1.004 -1.435
C -1.515 -1.109 -2.711
C -3.234 -2.735 -1.066
H -5.134 -0.324 -1.685
H -4.490 -0.987 -3.208
H -4.053 0.666 -2.688
C -4.264 -0.351 -2.345
H -3.754 -2.785 -0.107
H -3.860 -3.148 -1.864
H -1.885 -1.644 -3.591
H -0.663 -1.637 -2.276
H -2.296 -3.290 -0.983
H -1.202 -0.103 -3.005
Cl -1.415 -2.121 1.294
C 2.906 -2.699 -3.646
C 2.122 -3.316 -2.673
C 1.551 -2.554 -1.652
C 1.749 -1.156 -1.589
C 2.547 -0.546 -2.578
C 3.120 -1.319 -3.597
P 0.948 -0.265 -0.203
C 2.057 -1.194 0.987
C 1.606 -1.754 2.191
C 2.450 -2.476 3.040
C 3.788 -2.654 2.711
C 4.286 -2.088 1.542
C 3.439 -1.362 0.696
C 1.560 1.408 -0.478
C 2.607 1.884 0.334
C 3.135 3.158 0.144
C 2.624 3.976 -0.862
C 1.580 3.517 -1.675
C 1.046 2.234 -1.485
H 3.348 -3.292 -4.436
H 1.954 -4.385 -2.706
H 0.946 -3.053 -0.907
H 2.745 0.512 -2.579
H 3.732 -0.846 -4.353
H 0.617 -1.647 2.500
H 2.058 -2.904 3.955
H 4.438 -3.222 3.365
H 5.329 -2.217 1.286
H 3.878 -0.942 -0.197
H 3.027 1.275 1.122
H 3.943 3.505 0.776
H 3.040 4.963 -1.010
H 1.191 4.155 -2.455
H 0.248 1.883 -2.124
```

Calculated values
molar mass = 667.31 u
largest force on an atom = 11.7 eV/A
net charge = +2
relative energy (zero: lowest compared OMol25 entry of this formula, charge and spin) = 294.1 kcal per mole
HOMO energy (spin up / spin down) = -13.497 / -13.495 eV
E_LUMO (spin up / spin down) = -9.6 / -9.7 eV

Charges computed using Löwdin, reported in e: C -0.05; C -0.60; H 0.12; H 0.09; H 0.04; O 0.12; Cl 0.15; La 0.76; P 0.64; C -0.19; C -0.20; H 0.09; H 0.08; H 0.04; H 0.04; H 0.06; H 0.06; C -0.23; H 0.09; H 0.03; H 0.04; P 0.64; C -0.19; C -0.27; H 0.06; H 0.08; H 0.06; C -0.20; H 0.03; H 0.08; H 0.09; H 0.02; H 0.04; H 0.06; Cl 0.14; C -0.06; C -0.06; C -0.12; C -0.40; C -0.07; C -0.05; P 0.99; C -0.35; C -0.15; C -0.06; C -0.05; C -0.04; C -0.08; C -0.43; C -0.10; C -0.05; C -0.05; C -0.05; C -0.13; H 0.11; H 0.11; H 0.10; H 0.10; H 0.11; H -0.03; H 0.11; H 0.12; H 0.12; H 0.11; H 0.10; H 0.12; H 0.11; H 0.11; H 0.09

Entry 2:
This record from the Open Molecules 2025 dataset describes a cluster of 2 separate species, C13H32BNO3 in total in a non-equilibrium geometry. The level of theory is ωB97M-V/def2-TZVPD.

The geometry in XYZ format:
```
50
Properties=species:S:1:pos:R:3
C 1.981 3.111 -0.176
C 1.737 2.309 -1.466
C 1.104 0.938 -1.263
C -0.062 0.885 -0.276
C -1.178 -0.018 -0.753
C -2.322 -0.111 0.243
C -2.991 1.224 0.573
C -3.662 1.952 -0.600
C -2.728 2.692 -1.614
O -2.792 4.050 -1.358
B -3.593 4.232 -0.096
O -4.405 2.988 -0.034
H 3.038 3.240 0.027
H 1.522 2.672 0.701
H 1.583 4.109 -0.299
H 2.707 2.151 -1.932
H 1.177 2.905 -2.172
H 0.719 0.619 -2.231
H 1.861 0.206 -0.992
H -0.415 1.862 0.014
H 0.300 0.420 0.644
H -1.522 0.265 -1.742
H -0.743 -1.027 -0.862
H -3.059 -0.846 -0.070
H -1.881 -0.489 1.176
H -3.794 1.020 1.274
H -2.310 1.905 1.062
H -4.276 1.237 -1.162
H -3.088 2.463 -2.629
H -1.674 2.395 -1.606
H -2.783 4.203 0.859
H -4.242 5.261 -0.128
C 2.282 -4.872 1.352
C 1.676 -4.050 0.226
C 2.382 -2.728 -0.064
O 2.053 -1.813 0.955
C 3.046 -1.590 1.963
N 0.276 -3.637 0.610
H 2.165 -4.386 2.321
H 1.811 -5.855 1.416
H 3.344 -5.026 1.173
H 1.600 -4.656 -0.676
H 1.971 -2.319 -0.994
H 3.457 -2.840 -0.206
H 4.052 -1.743 1.574
H 2.879 -2.242 2.823
H 2.947 -0.558 2.294
H -0.260 -4.384 1.051
H -0.254 -3.281 -0.191
H 0.365 -2.842 1.263
```

Calculated values
molar mass = 261.21 u
largest force on an atom = 1.1 eV/A
net charge = 0
relative energy (zero: lowest compared OMol25 entry of this formula, charge and spin) = 4.9 kcal per mole
HOMO energy = -5.284 eV
E_LUMO = -1.5 eV

Charges computed using Löwdin, reported in e: C -0.09; C -0.24; C -0.21; C -0.23; C -0.24; C -0.21; C -0.15; C -0.35; C -0.22; O -0.12; B -0.60; O -0.09; H 0.06; H 0.06; H 0.07; H 0.09; H 0.10; H 0.10; H 0.08; H 0.10; H 0.10; H 0.11; H 0.08; H 0.10; H 0.09; H 0.12; H 0.10; H 0.13; H 0.11; H 0.09; H 0.05; H 0.05; C -0.03; C -0.30; C -0.18; O -0.22; C -0.05; N 0.23; H 0.08; H 0.09; H 0.10; H 0.16; H 0.13; H 0.14; H 0.10; H 0.08; H 0.10; H 0.17; H 0.17; H 0.16